{
  "formula": "C19H42Cl10O6",
  "method": "ωB97M-V/def2-TZVPD",
  "species": ["C", "O", "C", "C", "O", "C", "C", "O", "C", "H", "H", "H", "H", "H", "H", "H", "H", "H", "H", "H", "H", "H", "H", "C", "O", "C", "C", "O", "C", "C", "O", "C", "H", "H", "H", "H", "H", "H", "H", "H", "H", "H", "H", "H", "H", "H", "Cl", "C", "C", "Cl", "H", "H", "H", "H", "Cl", "C", "C", "Cl", "H", "H", "H", "H", "Cl", "C", "Cl", "H", "H", "Cl", "C", "Cl", "H", "H", "Cl", "C", "Cl", "H", "H"],
  "positions_angstrom": [[-3.40, 4.29, 1.30], [-2.56, 4.27, 0.17], [-1.30, 4.80, 0.43], [-0.27, 3.85, 1.03], [-0.55, 3.60, 2.43], [0.42, 2.81, 2.90], [1.64, 3.64, 3.31], [1.27, 4.41, 4.45], [2.23, 5.44, 4.82], [-4.07, 3.43, 1.29], [-4.05, 5.19, 1.26], [-2.72, 4.42, 2.15], [-1.38, 5.69, 1.11], [-0.95, 5.17, -0.53], [0.64, 4.49, 1.01], [-0.13, 2.91, 0.47], [0.79, 2.07, 2.13], [0.05, 2.29, 3.81], [1.74, 4.40, 2.51], [2.55, 3.04, 3.48], [1.75, 6.01, 5.64], [2.55, 6.14, 4.00], [3.18, 5.02, 5.19], [3.15, -2.16, -2.77], [2.81, -2.53, -1.49], [2.24, -3.82, -1.43], [2.13, -4.34, -0.08], [1.14, -3.53, 0.50], [1.04, -3.82, 1.90], [0.05, -2.96, 2.62], [-1.24, -3.29, 2.29], [-2.08, -2.43, 2.96], [3.92, -2.75, -3.32], [3.58, -1.17, -2.72], [2.18, -2.09, -3.43], [2.93, -4.51, -1.91], [1.30, -3.86, -1.96], [3.13, -4.33, 0.44], [1.78, -5.38, -0.07], [2.05, -3.84, 2.34], [0.72, -4.88, 2.01], [0.16, -1.95, 2.45], [0.26, -3.15, 3.72], [-2.97, -2.35, 2.39], [-1.61, -1.40, 2.87], [-2.25, -2.78, 4.03], [-2.99, 0.78, -4.02], [-3.45, 1.94, -2.77], [-2.22, 2.90, -2.58], [-2.03, 3.98, -3.99], [-3.55, 1.43, -1.79], [-4.39, 2.38, -3.04], [-1.27, 2.31, -2.40], [-2.41, 3.45, -1.67], [0.14, 0.20, -2.47], [-0.73, -1.20, -1.64], [-0.92, -0.93, -0.22], [-1.96, 0.43, 0.21], [-0.03, -2.01, -1.77], [-1.65, -1.31, -2.22], [0.05, -0.67, 0.23], [-1.42, -1.78, 0.23], [2.65, -0.31, 2.33], [3.30, -0.69, 0.72], [4.62, -1.86, 0.92], [2.62, -1.10, -0.01], [3.80, 0.25, 0.40], [0.19, -2.74, -5.04], [0.32, -1.27, -6.03], [-0.12, -1.61, -7.72], [-0.25, -0.42, -5.64], [1.32, -0.98, -6.05], [-1.97, -5.30, -3.59], [-2.46, -5.07, -1.89], [-1.05, -4.63, -0.83], [-3.21, -4.24, -1.93], [-2.78, -6.00, -1.42]],
  "multiplicity": 1,
  "smiles": "COCCOCCOC.COCCOCCOC.ClCCCl.ClCCCl.ClCCl.ClCCl.ClCCl",
  "energy_ev": -157889.304,
  "lumo_energy_ev": 0.41,
  "total_charge": 0,
  "homo_ha": -0.3542
}